Entry 1:
Here is a 2-piece molecular cluster, C4H11BBr2O overall from the Open Molecules 2025 dataset. Energies are from ωB97M-V with the def2-TZVPD basis set.

Values from the calculation:
**Calculated total energy**: -5407.1300 hartree
**Orbital gap**: 0.4000 Ha
**SMILES**: BrCCBr.BOCC
**LUMO**: 0.5 eV
**HOMO**: -10.336 eV
**Net charge**: 0

XYZ file:
```
19
Properties=species:S:1:pos:R:3:forces:R:3
Br -3.875 0.277 -2.843 0.0 0.0 0.0
C -2.127 0.781 -2.166 -0.1 0.0 -0.1
C -1.111 -0.316 -2.348 0.1 0.0 0.1
Br -1.367 -1.766 -1.080 -0.1 -0.1 -0.1
H -2.262 1.045 -1.122 0.0 0.0 0.0
H -1.831 1.662 -2.731 0.0 0.0 0.0
H -0.109 0.066 -2.164 0.0 0.0 0.0
H -1.156 -0.759 -3.338 0.0 0.0 0.0
B 3.123 -0.100 1.777 0.1 0.2 0.2
O 2.031 -0.784 2.161 0.2 -0.4 -0.5
C 0.845 -0.726 1.350 -0.2 0.4 0.4
C -0.046 0.417 1.787 0.1 0.0 0.0
H 4.190 -0.477 2.160 -0.1 0.1 0.2
H 3.026 0.881 1.088 -0.1 -0.2 -0.2
H 1.110 -0.626 0.297 0.1 -0.1 0.0
H 0.343 -1.682 1.479 0.0 0.0 0.0
H 0.435 1.374 1.577 0.0 0.0 0.0
H -0.997 0.376 1.255 0.0 0.0 0.0
H -0.224 0.355 2.860 -0.1 0.0 0.0
```
Positions in Å, forces in eV/Å.

---

Entry 2:
Here is a 2-piece molecular cluster, C4H11BCl2NO5PS overall at a distorted geometry from the Open Molecules 2025 dataset. Energies are from ωB97M-V with the def2-TZVPD basis set.

Values from the calculation:
**Calculated total energy**: -2274.9513 hartree
**Orbital gap**: 0.3497 Ha
**SMILES**: CCB(O)OC(=O)NP(O)(O)=S.ClCCl
**LUMO**: 0.1 eV
**HOMO**: -9.464 eV
**Net charge**: 0

XYZ file:
```
26
Properties=species:S:1:pos:R:3:forces:R:3
C 3.199 -0.870 1.602 -0.3 0.0 -0.4
C 3.094 -1.035 0.086 -0.6 0.6 0.4
B 2.178 0.009 -0.666 0.7 -0.4 0.3
O 1.713 -0.269 -1.904 -0.6 0.4 0.1
O 1.805 1.269 -0.156 -0.3 -0.2 0.1
C 0.550 1.399 0.288 -0.6 1.9 -0.4
O -0.160 2.330 -0.014 0.8 -1.2 0.5
N 0.160 0.367 1.228 -0.1 0.1 -1.2
P -1.178 -0.557 0.866 0.2 -1.2 2.4
O -0.999 -1.107 -0.595 0.2 0.7 -1.0
O -2.390 0.449 0.840 -0.1 0.2 -0.6
S -1.379 -2.012 2.125 0.0 0.2 -0.1
H 4.047 -1.381 2.026 0.5 0.0 0.1
H 3.197 0.172 1.871 0.3 0.4 0.2
H 2.321 -1.302 2.048 -0.4 -0.1 0.3
H 2.640 -2.001 -0.105 0.1 -0.5 -0.3
H 4.063 -1.033 -0.393 0.4 0.0 -0.2
H 1.686 -1.215 -2.020 0.3 -0.4 -0.5
H 0.100 0.720 2.171 0.1 0.0 0.3
H -0.933 -2.064 -0.540 0.0 -0.4 0.0
H -3.170 -0.114 0.743 -0.6 0.3 0.1
Cl -5.280 0.620 -1.242 0.1 -0.1 0.1
C -3.969 1.652 -1.846 0.1 0.1 0.0
Cl -4.504 2.672 -3.183 0.0 0.0 0.0
H -3.627 2.285 -1.037 0.0 0.0 0.0
H -3.164 1.017 -2.193 0.0 -0.1 0.0
```
Positions in Å, forces in eV/Å.

---

Q: The highest orbital gap belongs to which entry?
A: C4H11BBr2O

---

Q: calculated total energy of number 2 (C4H11BCl2NO5PS)?
A: -2274.9513 hartree